No. 1
{
  "formula": "C3H8NO2",
  "method": "ωB97M-V/def2-TZVPD",
  "lumo_ev": -3.50,
  "orbital_gap_ev": 11.66,
  "smiles": "OC[C@]1(O)C[NH2+]1",
  "homo_ha": -0.55734,
  "charge": 1,
  "spin_multiplicity": 1,
  "species": ["H", "H", "H", "H", "O", "C", "C", "H", "O", "N", "H", "H", "C", "H"],
  "coordinates": [[-0.34555, 1.64407, 0.92474], [-0.94870, -1.79930, 0.58516], [1.69704, -1.66116, -0.34799], [-1.09482, -0.98370, -1.20775], [-1.94383, -0.00984, 0.41351], [0.46824, -0.35693, 0.16158], [0.51106, 1.14985, 0.70437], [1.46195, 1.33229, 1.29294], [1.51711, -1.09981, 0.40158], [0.71269, 0.96825, -0.71683], [1.64410, 0.83285, -1.01759], [-2.79440, -0.38362, 0.29412], [-0.89905, -0.88417, -0.03889], [0.01417, 1.25122, -1.44894]],
  "atomic_forces_ev_per_a": [[-2.428, 1.160, 0.893], [0.061, -0.001, -0.958], [0.286, -0.916, -0.400], [0.560, -0.788, 2.308], [2.684, 1.148, 0.308], [-2.454, 5.516, 1.603], [3.965, -3.751, 0.277], [-1.374, 0.178, -0.894], [0.924, 0.025, -0.014], [-0.779, -1.222, -1.249], [1.216, 0.754, -0.743], [-1.161, -0.866, -0.334], [-2.371, -0.997, -1.916], [0.872, -0.240, 1.120]],
  "lowdin_charge": [0.091, 0.156, 0.148, 0.179, -0.034, -0.401, 0.062, 0.173, 0.155, 0.170, 0.152, 0.089, -0.151, 0.211]
}

***

No. 2
{
  "formula": "C11H16O5PV",
  "method": "ωB97M-V/def2-TZVPD",
  "lumo_ev": [-14.46, -14.46],
  "orbital_gap_ev": [6.65, 6.12],
  "s2": 0.78,
  "homo_ha": [-0.77562, -0.75613],
  "charge": 3,
  "spin_multiplicity": 2,
  "species": ["H", "C", "O", "H", "H", "H", "H", "H", "O", "C", "H", "O", "P", "C", "H", "H", "C", "H", "C", "H", "H", "C", "C", "H", "V", "O", "H", "O", "C", "H", "C", "H", "C", "C"],
  "coordinates": [[2.54970, -0.38528, -1.28482], [-3.04505, -0.10676, -1.16726], [-0.65744, -1.54154, -4.00305], [-3.12074, -0.39262, 1.28528], [1.68905, 1.52412, 0.45467], [1.11219, -0.56172, -4.21471], [-0.44570, -1.29134, 2.51484], [-2.77829, -0.93848, 2.93019], [-3.85759, -0.88873, -1.49049], [1.00702, 1.09120, 1.20199], [1.10635, -0.03030, 3.03388], [-1.31812, 2.15963, -3.19044], [-0.06895, -0.16567, 0.37058], [1.77994, 0.48534, 2.35451], [1.09399, -2.28680, 0.59747], [3.08850, -0.84036, 0.31829], [0.45365, -1.28613, -3.89287], [3.03684, -2.01085, -0.94541], [2.50495, -1.15836, -0.53373], [2.53983, -0.22029, 2.03186], [-2.21555, 0.65250, 2.41364], [-2.36180, -0.38130, 2.08282], [-1.06001, -1.04332, 1.63876], [-1.30452, -2.00560, 1.16428], [-1.75804, 1.06473, -0.44549], [-1.95115, 3.81036, 0.82689], [0.58958, -1.96550, -1.03474], [1.93444, 1.53151, -2.66839], [0.84796, 1.18255, -2.83758], [0.38556, 1.92698, 1.55838], [-1.18286, 1.56836, -2.14368], [2.30150, 1.25278, 2.92917], [1.08956, -1.51990, -0.17117], [-1.98480, 2.77077, 0.31636]],
  "atomic_forces_ev_per_a": [[0.144, 0.342, -0.165], [-6.561, -6.147, -2.874], [4.749, -0.189, 1.307], [-0.111, -0.098, 0.176], [-0.249, -0.167, -0.005], [3.244, 1.107, -0.378], [0.106, 0.167, -0.323], [-0.129, 0.233, -0.219], [4.161, 3.973, 1.472], [-0.273, 0.834, -0.510], [0.120, 0.038, 0.235], [0.081, -3.260, 5.982], [2.778, -1.922, 1.947], [0.106, -0.383, 0.636], [-0.319, 0.014, 0.323], [0.083, 0.136, 0.063], [-7.851, -1.531, -1.683], [-0.115, -0.298, 0.006], [0.446, 0.245, -0.203], [-0.086, -0.028, -0.018], [-0.006, -0.026, 0.235], [0.109, 0.453, -0.156], [-0.385, -0.508, -0.063], [0.112, 0.081, 0.109], [0.404, -2.073, 1.347], [-0.354, -4.515, -2.152], [-0.086, -0.309, -0.009], [-3.866, -0.648, -0.589], [6.176, 0.273, 0.542], [0.105, -0.103, 0.024], [-1.954, 5.462, -7.747], [-0.169, 0.128, -0.132], [-0.561, 0.093, -0.769], [0.152, 8.626, 3.591]],
  "lowdin_charge": [0.044, -0.014, 0.387, 0.059, 0.103, 0.131, 0.111, 0.126, 0.257, -0.324, 0.079, 0.125, 0.937, -0.086, 0.114, 0.076, 0.354, 0.107, -0.111, 0.075, 0.086, -0.103, -0.344, 0.112, 0.444, 0.281, 0.067, 0.205, 0.025, 0.088, -0.216, 0.117, -0.320, 0.011]
}

***

No. 3
{
  "formula": "C20H31F5MgN3OSSi2Te2",
  "method": "ωB97M-V/def2-TZVPD",
  "lumo_ev": -4.15,
  "orbital_gap_ev": 7.19,
  "homo_ha": -0.41645,
  "charge": 1,
  "spin_multiplicity": 1,
  "species": ["C", "H", "C", "H", "Te", "H", "H", "H", "F", "Si", "H", "Mg", "H", "N", "H", "H", "C", "C", "F", "H", "C", "H", "C", "C", "F", "F", "H", "C", "H", "C", "H", "H", "H", "H", "H", "H", "H", "C", "Si", "H", "C", "C", "H", "N", "C", "H", "H", "H", "S", "C", "C", "N", "C", "H", "O", "H", "C", "C", "H", "C", "C", "H", "H", "H", "Te", "F"],
  "coordinates": [[-2.68035, -1.50498, -2.62008], [1.19945, 3.26163, -0.57773], [3.10524, 1.12194, -2.51961], [-5.11936, -0.79072, 4.07972], [-1.43425, 3.14137, 1.88770], [-2.76017, -1.71383, -3.67725], [1.88836, 4.70474, -1.24754], [-1.03717, 1.43700, 5.77640], [1.20841, 1.42911, 1.36607], [1.43061, -3.49595, -1.96194], [2.60918, -1.84098, -3.37754], [0.06113, 0.92921, 0.01787], [2.41476, 1.22280, -3.35830], [-1.56300, -0.32853, -0.87143], [1.37653, -4.67223, -4.14678], [3.56232, 2.04227, 0.65443], [-2.02632, 0.57712, 4.08173], [-3.16641, -0.05116, 3.60045], [0.20683, 3.96306, 2.13547], [2.91187, -5.16076, -0.89033], [1.75094, -1.78533, -2.70467], [-4.28290, -2.80217, -2.02225], [-1.93259, 0.94644, 5.41585], [1.73955, 3.64046, -1.44825], [-1.75265, 3.60194, 3.67884], [-2.17995, 4.74114, 1.39354], [-2.94099, 1.01229, 7.30087], [4.44963, 3.79477, -2.87570], [-1.01898, -0.14925, -2.84192], [-4.14521, 0.09343, 5.77887], [4.04214, 0.70579, -2.89145], [-4.02300, -2.25200, 0.38266], [-4.15384, -0.65244, 1.87610], [4.63487, 4.79561, -2.47992], [4.52630, 3.49004, 0.39311], [1.10156, 3.56379, -2.33186], [-0.24546, -4.17485, -3.66154], [-3.52637, -2.09860, -1.70267], [3.39717, 2.80800, -1.69294], [-4.98095, -0.09084, 6.43971], [-3.38887, -1.78153, -0.35673], [-2.19991, -0.42770, 1.41787], [0.90222, -1.41124, -3.27720], [-0.99363, -0.02787, 1.69168], [3.04878, -4.17106, -1.33070], [5.41855, 3.31726, -3.03472], [-0.78393, -3.04701, -0.91942], [5.13913, 1.93123, -0.15905], [-0.66270, 0.94228, 3.01997], [4.23587, 2.53593, -0.05218], [0.20289, -3.33442, -0.54896], [-3.24158, -0.44121, 2.24862], [-2.40489, -0.88376, 0.01034], [0.51668, -2.60484, 0.20343], [-1.15835, 2.48594, 0.22371], [0.09418, -4.29559, -0.04109], [0.70049, -4.58040, -3.29467], [-4.22920, -0.29906, 4.45256], [3.48229, -3.52451, -0.56485], [-1.70639, -0.63056, -2.15711], [-3.00023, 0.71144, 6.26473], [3.96591, 3.90730, -3.84795], [3.77741, -4.26706, -2.13831], [0.50664, -5.58665, -2.91729], [2.29522, -0.35433, -1.21756], [-3.16355, 2.37811, 1.96717]],
  "atomic_forces_ev_per_a": [[0.003, -0.002, 0.007], [0.012, -0.042, 0.000], [-0.025, -0.002, -0.027], [0.001, -0.001, 0.000], [-0.025, 0.023, -0.030], [-0.001, 0.000, -0.001], [0.009, -0.001, -0.042], [0.001, -0.002, 0.002], [-0.014, -0.009, 0.024], [0.009, 0.014, 0.024], [-0.006, -0.006, -0.010], [-0.032, -0.067, -0.031], [0.013, 0.007, -0.012], [0.045, 0.012, -0.019], [0.001, 0.001, -0.001], [0.002, 0.001, -0.010], [0.007, 0.004, 0.031], [-0.007, -0.003, -0.009], [0.004, 0.018, -0.026], [-0.004, -0.001, -0.002], [-0.024, 0.005, -0.001], [-0.001, 0.002, -0.002], [0.000, -0.003, -0.011], [0.001, 0.028, 0.036], [0.003, -0.013, -0.028], [-0.023, -0.007, -0.011], [0.001, -0.002, 0.000], [0.026, -0.005, 0.014], [0.007, -0.007, 0.002], [0.004, -0.002, 0.006], [0.006, 0.004, 0.000], [0.007, 0.000, 0.003], [0.005, -0.009, 0.000], [-0.001, -0.004, 0.000], [-0.002, 0.001, -0.007], [-0.019, 0.011, 0.000], [-0.001, -0.003, -0.005], [0.005, 0.002, 0.000], [-0.020, 0.011, 0.025], [0.002, 0.000, -0.001], [-0.011, -0.001, -0.013], [0.008, 0.015, -0.026], [0.005, -0.006, -0.008], [-0.014, -0.004, 0.062], [-0.001, -0.001, 0.003], [0.000, 0.005, -0.008], [-0.006, -0.001, 0.001], [0.009, 0.000, 0.013], [-0.014, -0.034, -0.016], [0.007, -0.010, 0.005], [0.002, -0.020, -0.005], [0.004, 0.006, 0.013], [-0.009, 0.010, 0.010], [0.005, 0.002, 0.001], [-0.025, 0.049, 0.092], [0.000, 0.001, 0.000], [0.000, -0.001, 0.000], [0.007, 0.003, -0.006], [0.000, -0.003, -0.001], [-0.017, 0.004, -0.006], [-0.005, -0.001, -0.001], [-0.007, -0.003, -0.001], [0.001, 0.001, -0.001], [0.000, 0.001, 0.002], [0.064, 0.006, -0.006], [0.032, 0.027, 0.008]],
  "lowdin_charge": [-0.012, -0.009, -0.564, 0.125, 1.753, 0.124, 0.049, 0.126, -0.554, 0.382, 0.021, 0.380, 0.017, 0.076, 0.039, 0.011, -0.401, -0.222, -0.357, 0.039, -0.568, 0.126, -0.065, -0.162, -0.375, -0.325, 0.120, -0.177, 0.121, -0.035, 0.015, 0.126, 0.160, 0.038, 0.042, 0.044, 0.026, -0.016, 0.397, 0.120, 0.015, -0.317, -0.006, -0.242, -0.179, 0.036, 0.008, 0.040, 1.108, -0.179, -0.174, 0.163, -0.189, 0.018, -0.595, 0.044, -0.174, 0.008, 0.025, -0.095, -0.040, 0.036, 0.040, 0.038, 1.339, -0.366]
}